Entry from OMol25: C5H6O in the gas phase (ωB97M-V/def2-TZVPD).

Lowest unoccupied orbital energy, eV: 0.90
E_tot, eV: -7325.9578
SMILES: C#CC1(O)CC1
Molecular weight, g/mol: 82.10
Highest occupied orbital energy, eV: -9.57
Kohn-Sham gap, eV: 10.47
Energy above the lowest of the compared OMol25 structures with the same formula, charge and spin, kcal per mole: 76.7

CARTESIAN COORDINATES (ANGSTROEM)
C (-1.805, 1.409, 1.019)
C (-0.959, 1.089, 0.216)
C (-0.046, -0.023, 0.006)
O (-0.249, -0.936, 1.062)
C (0.280, -0.730, -1.264)
C (1.364, -0.009, -0.504)
H (-2.522, 1.490, 1.799)
H (-0.061, -0.437, 1.870)
H (0.208, -1.808, -1.163)
H (-0.036, -0.322, -2.218)
H (2.026, -0.609, 0.112)
H (1.800, 0.885, -0.936)

Forces on atoms 1 to 2 (eV/Å):
0.162 0.166 -0.370
-0.382 -0.305 0.758